Entry from the OMol25 dataset: a cluster of 2 separate species, C4H13N3O in total in a non-equilibrium geometry (ωB97M-V/def2-TZVPD).

LUMO energy   0.65 eV
E_HOMO   -6.677 eV
Gap between HOMO and LUMO   0.2693 Ha
Max |F|   1.6 eV Å⁻¹

```
! RIJCOSX wB97M-V def2-TZVPD def2/J DEFGRID3
* xyz 0 1
C -1.290 0.092 0.534
C 0.886 -1.398 -0.258
C 0.726 1.502 -0.308
C 0.849 0.545 1.918
N -1.521 -0.823 -0.490
N 0.327 0.399 0.565
N -1.714 -0.187 -1.748
O 0.735 -1.789 -1.545
H -0.171 -2.132 -1.608
H -0.870 -0.213 -2.326
H -2.470 -0.654 -2.237
H -1.844 1.034 0.437
H -1.494 -0.372 1.501
H 1.914 -1.076 -0.130
H 0.483 -2.057 0.500
H 0.405 1.413 2.425
H 0.546 2.481 0.150
H 1.791 1.428 -0.540
H 0.158 1.454 -1.234
H 0.620 -0.346 2.502
H 1.931 0.699 1.892
*
```